1.
Density functional theory data (wB97M-V/def2-TZVPD) for C5H9BaO3 as an isolated structure at a distorted geometry.

```
18
Properties=species:S:1:pos:R:3:forces:R:3
H 1.0474 1.6276 1.3510 3.163 1.749 -0.910
O 0.6607 1.0476 -0.3913 -1.860 -1.677 -0.790
O -1.2780 1.7120 0.5250 1.102 0.227 1.555
O -0.7024 -0.4938 0.4704 0.393 0.505 1.342
C 1.7748 1.6169 0.3191 -1.408 -0.767 3.648
C -2.5266 1.4961 0.4406 -0.652 0.122 -0.497
C 2.4139 2.7510 -0.4022 0.140 0.604 0.577
C -3.4581 2.5545 0.7195 0.171 -0.030 -0.423
C -0.3150 0.6656 0.4049 -0.682 -1.087 -5.107
H 2.4474 0.7868 0.5520 0.011 0.167 -0.102
H -2.8396 0.5226 0.0388 -0.018 0.134 0.467
H 2.4178 3.6150 0.2768 0.105 0.021 -0.455
H 3.4553 2.4964 -0.6416 -0.328 0.107 0.095
H 1.8844 2.9993 -1.3289 -0.008 -0.015 0.304
H -4.1414 2.5991 -0.1503 -0.030 0.081 0.194
H -4.1078 2.2046 1.5425 -0.041 0.052 0.002
H -2.9824 3.5144 0.9300 -0.130 -0.165 0.094
Ba -0.2992 -3.2362 0.3053 0.072 -0.030 0.006
```
Forces are in eV/Å.

Summary:
total charge = +3
lowest unoccupied orbital energy = -12.5 eV
molar mass = 254.5 g mol⁻¹
HOMO energy = -20.760 eV
ΔE to the lowest compared entry with this formula, charge and spin = 0.0 kcal per mole

=====

2.
Density functional theory data (wB97M-V/def2-TZVPD) for one molecule with the formula C5H9Br at a distorted geometry.

```
15
Properties=species:S:1:pos:R:3:forces:R:3
C 0.5578 -1.8437 -0.7739 -2.183 1.661 0.610
C 0.1256 -1.1507 0.2826 0.354 -0.975 -1.267
C -0.0408 0.9968 -1.0778 -1.754 -2.902 -0.454
C -0.0030 0.9598 1.3377 1.044 1.829 0.493
C -0.5330 0.1624 0.2245 0.288 1.300 -2.256
Br -2.5311 -0.2015 0.4039 0.939 0.564 -0.268
H 1.1225 -2.6790 -0.5773 1.059 -2.027 -0.040
H 0.0722 -1.6639 -1.7235 0.859 0.125 -0.396
H 0.2731 -1.5865 1.2455 0.413 0.136 0.815
H -0.5550 1.9282 -1.1976 -0.633 0.359 -0.020
H 0.9972 1.2313 -0.9255 0.492 -0.240 -0.026
H -0.1780 0.3224 -1.9963 0.265 1.423 1.165
H -0.2364 2.0452 1.3377 -0.696 -0.782 0.203
H -0.1571 0.4550 2.2534 -0.349 -0.037 1.321
H 1.0859 1.0242 1.1866 -0.099 -0.435 0.120
```
Forces are in eV/Å.

Summary:
lowest unoccupied orbital energy = 0.7 eV
molar mass = 149.0 g mol⁻¹
HOMO energy = -9.513 eV
structure (SMILES) = C=CC(C)(C)Br
ΔE to the lowest compared entry with this formula, charge and spin = 4.5 kcal per mole

=====

3.
Density functional theory data (wB97M-V/def2-TZVPD) for a 2-piece molecular cluster, C5H9Br2Cl overall at a distorted geometry.

```
17
Properties=species:S:1:pos:R:3:forces:R:3
C -0.8523 -1.3700 0.0103 -0.076 0.287 0.417
C -0.9236 1.0874 0.6123 0.631 -0.409 1.715
C -0.0046 0.2125 -1.6434 -0.469 1.488 -1.935
C 1.6239 0.0341 0.9936 -3.936 -1.411 -1.223
C -0.3737 0.0174 -0.2266 2.690 0.204 0.907
Cl 0.9359 -0.2515 2.5863 0.669 -0.844 0.158
Br 1.2125 1.8551 -2.0289 -1.228 -0.875 0.365
Br 2.6445 -1.2937 0.1410 0.317 0.173 0.428
H -1.7850 -1.2746 0.5971 0.378 -0.698 -0.369
H -0.0340 -1.7671 0.6188 -0.562 -0.732 0.157
H -0.9351 -1.9641 -0.9079 -0.229 0.095 0.340
H -0.1846 1.9013 0.6469 -0.732 0.061 0.148
H -1.8546 1.3881 0.2422 -1.557 0.909 -0.798
H -1.1679 0.6826 1.6505 0.611 0.667 -1.323
H -0.9441 0.2371 -2.4221 2.344 0.101 2.008
H 0.7264 -0.5186 -1.9464 -0.179 -0.600 -0.205
H 1.9165 1.0240 1.0762 1.326 1.585 -0.789
```
Forces are in eV/Å.

Summary:
lowest unoccupied orbital energy = 0.2 eV
molar mass = 264.4 g mol⁻¹
HOMO energy = -8.272 eV
ΔE to the lowest compared entry with this formula, charge and spin = 55.0 kcal per mole

=====

4.
Density functional theory data (wB97M-V/def2-TZVPD) for C5H9Br3O2 as an isolated structure at a distorted geometry.

```
19
Properties=species:S:1:pos:R:3:forces:R:3
C 1.4274 -0.3434 0.6065 1.124 -0.538 0.764
C -0.1838 -1.3827 -2.4533 0.819 1.653 -0.939
C -1.3433 -0.4703 1.4104 -0.018 1.762 -1.160
C 0.3762 -0.8743 -0.2014 -3.370 -0.781 -0.154
C 0.1039 2.2597 0.8499 -0.387 -0.423 -0.490
O 0.7214 -1.3500 -1.3159 1.094 0.067 -2.560
O -0.9193 -1.0730 0.1036 2.761 1.645 0.448
Br -1.6828 3.0498 0.4562 0.191 0.119 -0.109
Br 0.8133 3.1666 2.4139 0.217 0.242 0.068
Br 1.3321 2.6676 -0.7746 -0.367 0.368 0.324
H 1.7537 0.6726 0.2967 -0.466 -0.548 -0.005
H 0.9736 -0.3361 1.5846 1.036 0.191 0.739
H 2.3300 -0.9975 0.4365 -0.944 0.421 0.533
H -1.1031 -1.5897 -2.0594 -2.591 -0.326 0.596
H 0.0577 -2.1275 -3.1667 0.894 -1.023 -0.080
H -0.1835 -0.4249 -3.0507 0.235 -0.656 1.277
H -2.3291 -0.0438 1.2435 -0.207 -0.402 -0.272
H -0.7305 0.5116 1.5556 -0.395 -1.742 0.221
H -1.4138 -1.3143 2.0646 0.375 -0.030 0.799
```
Forces are in eV/Å.

Summary:
lowest unoccupied orbital energy = -0.5 eV
molar mass = 340.8 g mol⁻¹
HOMO energy = -7.153 eV
ΔE to the lowest compared entry with this formula, charge and spin = 0.0 kcal per mole

=====

5.
Density functional theory data (wB97M-V/def2-TZVPD) for C5H9Br6NO as an isolated structure at a distorted geometry.

```
22
Properties=species:S:1:pos:R:3:forces:R:3
C 2.0567 2.1498 -5.0566 0.843 0.248 -0.665
C 2.1473 1.5667 -3.6613 -0.457 0.626 -0.766
O 3.1529 1.6427 -2.9938 0.590 -0.034 0.231
N 0.9920 1.0791 -3.1872 -1.113 -0.885 0.929
C 0.8503 0.6005 -1.8151 0.252 -0.054 -0.272
H 2.9104 1.8196 -5.6547 -0.020 -0.157 0.189
H 2.2009 3.2298 -4.9842 -0.147 -0.007 0.178
H 1.1679 1.9715 -5.6592 -0.238 -0.199 0.385
H 0.1931 0.9271 -3.7730 0.145 0.286 -0.369
H 0.4397 1.3724 -1.1670 0.200 0.071 0.071
H 1.8369 0.2896 -1.4817 -0.041 0.106 0.261
H 0.1785 -0.2552 -1.7569 0.005 -0.021 -0.222
C -3.2809 -3.4521 5.6903 0.240 -0.746 0.066
Br -3.0207 -4.9335 4.4457 -0.171 0.369 0.235
Br -2.4413 -1.8629 5.0058 -0.123 -0.138 0.356
Br -2.6706 -3.9856 7.4567 0.092 0.297 -0.277
H -4.3415 -3.3047 5.8265 -0.028 0.203 -0.335
C -0.6239 0.2187 2.6094 1.121 0.131 -0.076
Br -0.5859 1.8800 1.5709 -0.202 -0.610 0.607
Br 0.7051 0.2990 4.0910 -0.837 -0.039 -0.799
Br -0.2692 -1.2964 1.4536 -0.044 0.239 0.251
H -1.5975 0.0440 3.0411 -0.069 0.316 0.023
```
Forces are in eV/Å.

Summary:
lowest unoccupied orbital energy = -0.4 eV
molar mass = 578.6 g mol⁻¹
HOMO energy = -9.614 eV
ΔE to the lowest compared entry with this formula, charge and spin = 0.0 kcal per mole

=====

6.
Density functional theory data (wB97M-V/def2-TZVPD) for an isolated ion of composition C5H9BrN3O2 and charge +1 at a distorted geometry.

```
20
Properties=species:S:1:pos:R:3:forces:R:3
C 0.8238 -1.3389 0.5768 -1.332 -3.115 3.402
C 1.6987 -0.6671 -0.0820 2.253 -0.034 0.349
C 1.2181 0.5243 -0.6737 -5.070 1.337 -0.651
C -1.3267 0.5986 -1.4396 0.712 1.448 -1.417
C -1.4982 -0.7740 1.5789 -0.728 -1.687 1.631
N -0.4945 0.4222 -0.2675 3.607 0.714 0.469
N 1.5806 1.8055 -0.0387 0.203 1.694 -0.061
N -0.5804 -0.8916 0.4235 0.384 0.781 -2.687
O 1.6762 2.7836 -0.7596 -0.096 -0.877 -0.290
O 1.6727 1.8253 1.1518 0.173 -0.538 1.086
Br 3.5246 -1.0319 -0.0491 -0.014 -0.020 -0.127
H 1.0113 -2.2379 1.2730 -0.465 1.546 -1.386
H 1.2500 0.6870 -1.7306 0.294 -0.170 -0.634
H -2.4154 0.4866 -1.2749 0.712 0.150 0.138
H -1.0609 1.6507 -1.8391 -0.865 -1.325 1.077
H -0.9690 0.0170 -2.2851 -0.355 -0.799 -0.174
H -1.1947 -0.0413 2.3169 0.626 0.410 -0.483
H -2.5478 -0.5452 1.3143 0.804 -0.199 -0.487
H -1.4860 -1.7429 2.1491 -0.080 0.671 -0.813
H -0.8825 -1.5300 -0.3442 -0.761 0.013 1.058
```
Forces are in eV/Å.

Summary:
total charge = +1
lowest unoccupied orbital energy = -4.2 eV
molar mass = 223.1 g mol⁻¹
HOMO energy = -14.482 eV
structure (SMILES) = CN1[C@@H]([N+](=O)[O-])C(Br)=C[N@H+]1C
ΔE to the lowest compared entry with this formula, charge and spin = 121.2 kcal per mole

=====

7.
Density functional theory data (wB97M-V/def2-TZVPD) for a 2-piece molecular cluster, C5H9BrO3S overall at a distorted geometry.

```
19
Properties=species:S:1:pos:R:3:forces:R:3
C -0.7797 1.1597 0.1963 -1.252 -2.162 -0.274
C -1.3283 0.9820 1.5691 -1.445 1.138 0.718
C -1.3677 0.3817 -2.0863 -0.817 0.465 0.500
C 2.2645 -0.9137 0.0627 0.587 1.010 2.431
C -1.6543 0.3006 -0.7884 1.639 0.652 -0.630
O 0.2414 1.7253 -0.1315 -1.295 -0.263 0.174
O 0.7396 -2.5065 1.4995 0.500 -0.903 0.775
O 0.3546 -2.3149 -0.9981 2.278 0.187 0.160
S 0.6355 -1.5283 0.4481 -1.449 0.752 -1.193
Br -2.8642 -1.0696 -0.0861 0.652 0.776 -0.721
H -2.4567 0.7488 1.7018 2.027 0.993 -0.533
H -0.8532 0.1987 2.0881 0.744 -1.424 0.223
H -0.9630 1.8198 2.1128 -0.317 1.087 0.775
H -1.9347 -0.2013 -2.7680 -0.195 -0.520 -0.712
H -0.5387 -2.4938 -1.2721 -0.915 0.281 0.546
H -0.7032 1.1473 -2.5007 -0.045 -0.383 0.503
H 2.7548 -0.4972 1.0675 -1.157 -1.056 -2.347
H 2.8512 -1.5836 -0.4660 1.367 -2.379 -0.055
H 2.2770 -0.2011 -0.7164 -0.909 1.749 -0.341
```
Forces are in eV/Å.

Summary:
lowest unoccupied orbital energy = -0.1 eV
molar mass = 229.1 g mol⁻¹
HOMO energy = -9.249 eV
ΔE to the lowest compared entry with this formula, charge and spin = 34.7 kcal per mole

=====

8.
Density functional theory data (wB97M-V/def2-TZVPD) for a 2-piece molecular cluster, C5H9BrO3S overall at a distorted geometry.

```
19
Properties=species:S:1:pos:R:3:forces:R:3
C 1.5254 -0.6275 -0.0904 0.415 -0.376 -0.018
C 2.0533 -1.7186 -0.9709 0.312 -0.051 0.161
C -0.8587 -1.3941 -0.0036 -0.112 0.071 0.039
C 0.2013 2.0962 1.3157 -0.057 -0.448 -0.590
C 0.0554 -0.4457 -0.0866 -0.199 0.972 0.271
O 2.2328 0.0959 0.5723 0.047 -0.073 -0.110
O 0.1455 1.8642 -1.3373 0.577 0.060 -0.106
O -1.8937 1.3281 -0.0953 0.491 0.055 0.375
S -0.4440 1.2948 -0.1651 -0.738 0.027 0.221
Br -4.5487 -0.3052 -0.1739 -0.768 -0.521 0.005
H 3.0665 -1.9770 -0.6726 0.000 0.004 -0.001
H 1.4133 -2.5961 -0.9527 -0.032 -0.067 -0.038
H 2.0748 -1.3413 -1.9921 -0.064 0.033 -0.131
H -3.4575 0.5883 -0.1994 0.422 0.350 -0.026
H -1.9065 -1.1566 0.0302 -0.260 0.124 0.087
H -0.6078 -2.4404 0.0655 0.200 -0.136 -0.144
H -0.1583 1.5456 2.1749 -0.079 -0.092 0.153
H 1.2822 2.0767 1.2614 0.046 -0.021 0.005
H -0.1752 3.1126 1.3198 -0.201 0.088 -0.154
```
Forces are in eV/Å.

Summary:
lowest unoccupied orbital energy = -0.3 eV
molar mass = 229.1 g mol⁻¹
HOMO energy = -10.372 eV
structure (SMILES) = C=C(C(C)=O)S(C)(=O)=O.Br
ΔE to the lowest compared entry with this formula, charge and spin = 0.0 kcal per mole

=====

9.
Density functional theory data (wB97M-V/def2-TZVPD) for C5H9ClCrNO3 as an isolated structure at a distorted geometry.

```
20
Properties=species:S:1:pos:R:3:forces:R:3
Cr -2.3425 0.1302 -2.1256 2.605 -0.181 1.562
Cl -0.4572 -1.2662 -1.7145 -1.868 1.132 -0.514
C 1.7444 -4.3550 -1.0535 0.373 -0.091 -1.222
C 2.7057 -4.0331 -2.1321 -0.642 -0.235 0.930
N 3.4297 -3.7524 -2.9693 0.411 0.158 -0.496
H 1.2379 -3.4285 -0.8013 0.002 -0.085 0.448
H 2.2558 -4.8499 -0.2345 -0.056 0.243 0.207
H 1.0188 -5.0469 -1.4807 -0.088 -0.007 0.147
C -1.3670 0.3942 1.6780 -0.890 -0.738 0.456
O -0.9154 1.7130 1.3659 -0.110 -0.418 -0.099
C -1.1091 2.1643 0.1508 1.699 0.920 1.880
O -1.7068 1.6023 -0.7446 -1.576 -1.499 -2.023
O -0.5384 3.3100 -0.0450 -0.256 -0.124 -0.987
C 0.0427 4.0938 0.9945 -0.275 1.950 0.604
H -0.8523 0.0000 2.5506 0.520 0.425 -0.171
H -1.2259 -0.2824 0.8381 0.023 0.064 0.019
H -2.4118 0.4366 1.9976 -0.038 0.063 -0.386
H -0.6246 4.9511 1.1428 -0.267 -0.378 0.145
H 0.9295 4.6102 0.6320 0.294 -0.807 -0.245
H 0.1868 3.6087 1.9509 0.139 -0.391 -0.254
```
Forces are in eV/Å.

Summary:
2S+1 = 5
total charge = +1
lowest unoccupied orbital energy (alpha / beta) = -6.7 / -5.9 eV
molar mass = 218.6 g mol⁻¹
HOMO energy (alpha / beta) = -13.529 / -13.529 eV
⟨S²⟩ = 6.0402
ΔE to the lowest compared entry with this formula, charge and spin = 0.0 kcal per mole

=====

10.
Density functional theory data (wB97M-V/def2-TZVPD) for C5H9ClI2O2PTb as an isolated structure at a distorted geometry.

```
21
Properties=species:S:1:pos:R:3:forces:R:3
I 3.9492 2.1118 2.2184 0.106 0.342 -0.588
I 2.9294 1.0403 4.3731 -0.331 -0.213 0.411
Tb -0.1664 1.8103 0.5230 -0.444 -0.286 -0.645
P -0.3137 -0.7165 -0.5664 -2.351 0.467 -1.619
C 0.3404 -2.3008 -1.0175 0.842 -0.253 0.415
C -2.0280 -1.0238 -0.0614 -0.110 -0.185 0.459
H -1.1342 1.1096 -2.0633 0.061 -0.546 -0.159
H -1.2591 -0.5630 -2.7495 0.092 0.451 0.002
H 0.3294 0.2786 -2.7145 -0.337 -0.036 0.045
C -0.6204 0.1289 -2.1780 0.455 0.151 0.036
H -2.5940 -0.1003 0.1421 0.121 -0.228 -0.185
H -2.5035 -1.5780 -0.8777 -0.142 0.087 0.174
H -0.3256 -2.7746 -1.7261 -0.273 -0.046 -0.201
H 0.4215 -2.9206 -0.1304 0.059 -0.227 0.101
H -2.0294 -1.6331 0.8471 -0.148 -0.004 -0.098
H 1.3251 -2.1928 -1.4635 0.143 -0.069 -0.076
C 1.8152 -0.4433 0.9571 4.032 -1.391 1.993
O 2.6880 -1.1425 1.2223 -3.005 1.790 -1.132
Cl -2.2770 3.0289 0.1250 0.847 -0.624 0.126
O 0.9034 4.3555 2.9336 -1.781 -3.821 -3.400
C 0.5497 3.5254 2.2066 2.163 4.641 4.339
```
Forces are in eV/Å.

Summary:
2S+1 = 7
total charge = +2
lowest unoccupied orbital energy (alpha / beta) = -11.0 / -8.3 eV
molar mass = 580.3 g mol⁻¹
HOMO energy (alpha / beta) = -15.378 / -15.380 eV
⟨S²⟩ = 12.6415
ΔE to the lowest compared entry with this formula, charge and spin = 0.0 kcal per mole

=====

11.
Density functional theory data (wB97M-V/def2-TZVPD) for C5H9ClN3 as an isolated structure at a distorted geometry.

```
18
Properties=species:S:1:pos:R:3:forces:R:3
C -0.2112 -1.9313 0.4717 -0.350 -0.504 -1.353
C 0.0784 0.8049 0.5869 2.846 -1.061 -2.405
C -1.2147 -1.0733 1.2195 0.893 -0.155 0.973
C 1.3991 -0.3519 -0.1827 -2.237 0.496 3.555
C 1.5258 0.1766 -1.5540 -1.778 1.136 -0.175
N 0.9192 -1.6843 -0.0235 0.027 1.543 -1.155
N -0.9654 0.3549 1.2232 2.168 -0.079 -1.245
N 0.1507 2.0616 0.1966 -1.103 0.737 0.803
Cl 2.8374 -0.2467 0.8265 0.064 0.460 -0.084
H -0.4554 -2.9593 0.1944 -0.759 -0.035 1.143
H -2.2422 -1.2370 0.9895 -0.613 -0.471 -0.508
H -1.0420 -1.4182 2.2243 -0.346 -0.334 0.760
H 1.5762 -0.6474 -2.2466 1.068 -0.049 -0.394
H 2.2506 1.0054 -1.5272 0.074 -0.766 -0.753
H 0.5233 0.6239 -1.7941 0.920 -0.304 -0.060
H -1.5341 1.0964 1.5452 -1.651 0.030 0.810
H 0.9160 2.4978 -0.3110 -0.142 -0.472 0.383
H -0.6659 2.6634 0.4017 0.919 -0.173 -0.295
```
Forces are in eV/Å.

Summary:
total charge = +1
lowest unoccupied orbital energy = -3.4 eV
molar mass = 146.6 g mol⁻¹
HOMO energy = -14.100 eV
ΔE to the lowest compared entry with this formula, charge and spin = 43.4 kcal per mole

=====

12.
Density functional theory data (wB97M-V/def2-TZVPD) for a 2-piece molecular cluster, C5H9ClN3 overall at a distorted geometry.

```
18
Properties=species:S:1:pos:R:3:forces:R:3
C -1.9164 -1.2395 -0.0687 1.776 1.086 1.048
C -1.3721 -0.6889 1.0887 -2.785 -1.033 -0.634
C -1.0441 -1.2765 -1.1965 -0.417 -1.351 -0.493
C -0.0089 -0.1335 1.2295 1.107 1.230 -1.434
C 0.9041 -0.5974 0.0729 -2.193 0.805 0.182
N 0.2738 -1.0742 -1.0361 0.925 0.221 -1.436
N 1.4043 1.4498 -0.9268 -0.589 -0.305 1.462
N 1.2288 2.2872 0.1047 3.203 -3.378 -0.646
Cl 2.4799 -1.0961 0.3121 0.671 -0.148 0.239
H -2.9572 -1.5911 -0.0217 0.716 0.267 -0.617
H -2.2258 -0.6037 1.8098 1.723 0.127 0.300
H -1.3440 -1.6824 -2.1834 0.243 0.596 0.725
H -0.1172 1.0514 1.1064 0.553 -1.756 0.562
H 0.6020 -0.3394 2.1176 -0.916 0.219 0.309
H 0.4745 1.3280 -1.2797 -0.713 0.312 -1.136
H 2.0868 2.3422 0.6100 0.309 0.820 0.541
H 0.9229 -1.1351 -1.8690 -1.158 -0.358 1.082
H 0.6085 2.9993 0.1301 -2.456 2.644 -0.056
```
Forces are in eV/Å.

Summary:
total charge = +1
lowest unoccupied orbital energy (alpha / beta) = -4.9 / -5.1 eV
molar mass = 146.6 g mol⁻¹
HOMO energy (alpha / beta) = -11.899 / -12.302 eV
ΔE to the lowest compared entry with this formula, charge and spin = 104.3 kcal per mole